DFT (ωB97M-V/def2-TZVPD) results for a gas-phase ion, C6H14N4 (charge +2) at a distorted geometry.

ORCA input file:
```
! wB97M-V def2-TZVPD RIJCOSX def2/J DEFGRID3
* xyz 2 1
H -0.872 -3.231 -0.430
H 0.600 2.046 -0.208
C -0.875 1.275 -1.389
N 0.015 -0.406 2.460
H 1.259 0.867 -1.394
C 1.521 1.337 1.840
H -0.969 -0.819 2.412
C -0.247 -1.354 -0.427
H 1.039 2.335 1.852
H -1.378 -1.884 -2.013
H -1.638 1.691 -0.686
H 2.301 1.587 1.098
C 0.658 0.277 1.581
N -0.365 -2.534 0.102
H 0.226 -3.056 0.764
H 2.092 1.284 2.759
H 0.088 -1.393 -2.264
H 0.304 -0.274 3.453
N -1.443 0.107 -2.067
N 0.355 -0.108 0.254
H -1.673 0.241 -3.042
C 0.485 1.076 -0.698
C -0.777 -1.045 -1.742
H -0.705 1.978 -2.214
*
```

Summary:
SMILES ... CC(=[NH2+])N1CCNCC1=[NH2+]
Highest occupied orbital energy ... -16.7 eV
LUMO energy ... -9.1 eV
Gap between HOMO and LUMO ... 0.2793 hartree

natural (NBO) atomic charge list, values in e, 8 entries: 0.45, 0.26, -0.25, -0.69, 0.24, -0.78, 0.47, 0.65

---

DFT (ωB97M-V/def2-TZVPD) results for C21H39BBrN2O13PS in the gas phase at a distorted geometry.

ORCA input file:
```
! wB97M-V def2-TZVPD RIJCOSX def2/J DEFGRID3
* xyz 0 1
S -4.296 -1.940 -3.107
H 1.704 3.116 -0.450
O 2.896 -0.152 1.984
C -0.615 2.333 -2.384
O -1.183 -3.466 0.192
B -0.658 -0.174 2.632
H 2.894 -1.043 -1.159
H -4.779 0.256 -2.728
H -0.499 5.106 1.872
H -1.007 -4.383 0.436
C 0.096 3.645 -2.714
H 3.411 -2.478 -0.316
C -2.025 -0.752 -0.848
C -3.209 1.074 0.776
H 0.146 2.919 4.077
H -1.036 2.609 2.771
O -5.613 -2.503 -3.061
O 0.041 2.120 0.306
O 4.563 0.301 3.232
C 2.221 -4.084 -2.207
H -0.545 4.268 -3.335
C 2.623 -2.077 -0.969
H 2.426 -4.458 -3.209
C 0.128 0.873 -0.345
H 1.336 1.653 -1.889
O -3.735 -1.656 -4.391
H -1.068 1.974 -3.305
C 2.931 -5.005 -1.211
C -1.181 0.033 0.135
H 0.313 4.231 -1.822
H 0.486 -3.243 2.452
H 2.271 5.876 1.588
H 2.401 -5.093 -0.264
O -3.306 -2.927 -2.352
H 3.960 -4.684 -1.064
H 1.301 -3.131 0.321
O -1.716 -0.591 3.387
H -1.249 1.944 4.407
Br 0.476 -0.263 -3.068
H 1.331 3.878 2.395
H -2.818 1.058 -1.740
H 1.017 3.438 -3.260
P -1.423 -2.528 1.539
H -4.693 -0.578 -1.188
C 1.274 -2.201 -0.256
H 0.646 0.511 4.216
H 0.483 -2.334 -0.981
H -1.613 -0.302 4.301
C 1.274 2.788 0.500
H 1.172 1.162 2.689
H -1.403 -1.534 -1.267
O -1.955 0.931 1.014
H 1.534 -1.444 2.873
C -4.200 -0.461 -2.149
O 1.259 0.154 0.025
H -2.810 -1.233 -0.261
H 1.134 -4.149 -2.091
O -0.457 -3.235 2.668
H 1.614 5.607 -0.060
H -2.265 -0.148 -2.958
C 2.008 -1.270 1.903
N -4.340 1.155 0.603
C 0.286 0.922 3.262
C 0.328 1.250 -1.840
O -0.269 4.480 1.180
C -2.735 0.008 -1.994
H 2.977 4.677 0.527
H 2.023 2.151 0.971
C 2.031 5.135 0.827
H 2.647 -2.130 1.701
H 2.950 -6.007 -1.639
C 0.996 -1.066 0.746
C 1.077 4.059 1.349
N 3.476 -0.107 3.277
C -0.523 2.185 3.629
H -3.826 -3.685 -2.045
O 2.677 -2.748 -2.211
C -0.476 -0.904 1.173
H -1.435 2.540 -1.700
*
```

Summary:
SMILES ... CCOCC[C@@]1(CON=O)O[C@@](OC[C@@H](C)O)([C@@H](Br)CC)[C@](CCCS(=O)(=O)O)(OC#N)[C@@]1(B(O)CC)P(O)O
Highest occupied orbital energy ... -8.8 eV
LUMO energy ... -0.4 eV
Gap between HOMO and LUMO ... 0.3119 hartree

Löwdin atomic charge list, values in e, 8 entries: 0.58, 0.11, -0.10, -0.27, -0.29, -0.53, 0.12, 0.12

---

DFT (ωB97M-V/def2-TZVPD) results for C6H10S in the gas phase at a distorted geometry.

ORCA input file:
```
! wB97M-V def2-TZVPD RIJCOSX def2/J DEFGRID3
* xyz 0 1
H -0.339 1.942 -0.922
C -0.021 -0.058 -0.320
C -0.720 1.053 -0.466
S 1.685 -0.322 -0.517
H -3.089 -1.060 0.793
C -2.188 0.860 -0.104
H -2.677 1.696 0.462
C 2.372 0.497 0.927
H -1.334 -1.621 -1.007
H -1.810 -0.218 1.699
H -2.785 0.748 -0.988
C -0.957 -1.251 -0.027
H -0.430 -2.095 0.468
H 3.403 0.129 1.081
H 2.357 1.617 0.850
C -2.135 -0.477 0.681
H 1.647 0.282 1.685
*
```

Summary:
SMILES ... CSC1=CCCC1
Highest occupied orbital energy ... -8.3 eV
LUMO energy ... 1.0 eV
Gap between HOMO and LUMO ... 0.3404 hartree

natural (NBO) atomic charge list, values in e, 8 entries: 0.21, -0.19, -0.18, 0.23, 0.21, -0.44, 0.22, -0.74

---

DFT (ωB97M-V/def2-TZVPD) results for C7H10N2O2S in the gas phase at a distorted geometry.

ORCA input file:
```
! wB97M-V def2-TZVPD RIJCOSX def2/J DEFGRID3
* xyz 0 1
C -3.679 0.528 -0.865
H 1.879 1.055 1.435
C 1.380 -0.882 0.470
H 1.952 0.957 -0.369
O -0.065 -0.759 0.609
C -3.579 -0.260 0.340
H -2.357 1.809 -2.099
S 1.638 -1.871 -0.996
C 3.739 0.324 0.434
H -2.167 -0.825 1.676
C -1.140 -0.195 -0.089
C 2.219 0.416 0.436
O -4.507 -0.613 1.031
H 3.915 -0.397 1.292
H 4.113 1.256 0.456
C -2.511 1.045 -1.340
H 1.680 -0.879 -1.900
N -1.270 0.532 -1.150
N -2.244 -0.500 0.722
H 1.740 -1.296 1.436
H -4.738 0.746 -0.966
H 4.003 -0.190 -0.565
*
```

Summary:
SMILES ... CC[C@H](S)Oc1nccc(=O)[nH]1
Highest occupied orbital energy ... -9.2 eV
LUMO energy ... 0.5 eV
Gap between HOMO and LUMO ... 0.3553 hartree

natural (NBO) atomic charge list, values in e, 8 entries: -0.38, 0.19, -0.03, 0.20, -0.54, 0.62, 0.21, -0.01

---

DFT (ωB97M-V/def2-TZVPD) results for 14 unconnected molecules or ions with the total composition C4H37NO13S at a distorted geometry.

ORCA input file:
```
! wB97M-V def2-TZVPD RIJCOSX def2/J DEFGRID3
* xyz 0 1
H 0.233 4.029 -0.504
C -0.384 -0.116 -1.090
O 0.267 3.312 1.611
O 2.254 1.838 2.856
H 3.785 1.749 -0.156
H -3.078 -0.282 2.892
H 0.517 1.788 -1.629
H 0.647 -0.517 0.833
O -1.677 -2.834 -2.786
H -2.675 -3.688 2.014
O 1.357 -3.404 -2.322
O -2.124 2.722 0.388
S 2.178 0.331 -2.286
N -1.806 0.204 -1.314
H -2.015 3.398 -0.296
O -3.527 1.488 2.506
H -0.491 -3.266 0.965
H 2.446 -2.367 -1.081
H -0.286 -1.169 -1.326
C -2.884 -0.606 -0.795
H 3.187 -1.275 2.027
O 3.653 2.703 -0.268
H 2.043 0.957 2.495
C -0.034 0.184 0.370
H 0.623 4.103 -1.946
H -2.706 1.845 2.129
O 2.691 -0.590 1.571
H -1.093 -2.635 -3.526
H -2.216 -2.280 2.733
H -2.114 -0.670 3.979
H -1.941 1.188 -1.121
H 1.879 -4.144 -2.010
H 3.083 2.136 2.471
H -1.019 -3.490 -0.402
O 2.843 -2.560 -0.212
O -3.019 -0.855 3.696
H -3.549 -0.045 -0.142
O -1.982 -3.058 2.199
H -0.920 -0.073 0.968
H 0.823 2.518 1.610
C 0.402 0.779 -2.029
H 2.156 -3.086 0.221
H 0.406 -3.488 -2.326
H 2.509 -0.996 0.694
H -2.188 -2.038 -2.634
O -0.153 3.941 -1.393
H -3.551 -0.929 -1.610
H 2.420 -0.762 -3.029
H -4.151 1.794 1.834
H -0.053 0.882 -3.011
H 0.200 1.219 0.532
H -1.229 2.833 0.799
H 0.440 3.903 2.349
O -0.173 -3.464 0.063
H -2.490 -1.544 -0.396
H 2.719 2.684 -0.512
*
```

Summary:
Highest occupied orbital energy ... -8.5 eV
LUMO energy ... 0.2 eV
Gap between HOMO and LUMO ... 0.3197 hartree

natural (NBO) atomic charge list, values in e, 8 entries: 0.49, -0.09, -1.01, -0.99, 0.48, 0.50, 0.23, 0.23

---

DFT (ωB97M-V/def2-TZVPD) results for 2 unconnected molecules or ions with the total composition C4H6N2O at a distorted geometry.

ORCA input file:
```
! wB97M-V def2-TZVPD RIJCOSX def2/J DEFGRID3
* xyz 0 1
C -0.847 -1.940 -0.221
H -2.439 -0.706 0.639
C 0.462 -1.663 -0.678
O -0.548 1.529 0.011
C -1.396 -0.782 0.211
H 1.380 2.872 0.081
N -0.438 0.260 -0.038
C 0.708 -0.337 -0.529
H 1.523 0.255 -0.977
H 1.317 -2.302 -0.901
H -1.197 -2.890 0.045
N 1.011 2.477 0.961
H 0.464 3.227 1.395
*
```

Summary:
Highest occupied orbital energy (spin up / spin down) ... -8.8 / -8.9 eV
LUMO energy (spin up / spin down) ... 0.2 / -1.1 eV
Gap between HOMO and LUMO (spin up / spin down) ... 0.3308 / 0.2871 hartree

natural (NBO) atomic charge list, values in e, 8 entries: -0.27, 0.24, -0.27, -0.25, -0.09, 0.31, 0.02, -0.08

---

Number 1: DFT total energy -12390.707 eV. Number 2: DFT total energy -142847.023 eV. Number 3: DFT total energy -17218.441 eV. Number 4: DFT total energy -25329.661 eV. Number 5: DFT total energy -43691.527 eV. Number 6: DFT total energy -9267.330 eV.